1.
# C30H52BrCaN3P2S

A structure of composition C30H52BrCaN3P2S in a non-equilibrium geometry (ωB97M-V/def2-TZVPD, the Open Molecules 2025 dataset).

Values from the calculation:
* E: -5670.495628 hartree
* energy above the lowest of the compared OMol25 structures with the same formula, charge and spin: 3.994 eV
* M: 668.76 Da

Structure (ORCA input):
```
! wB97M-V def2-TZVPD RIJCOSX def2/J DEFGRID3
* xyz 2 1
H -5.82198 3.48480 2.50372
H 1.06512 -4.70433 7.57796
H -0.34405 3.65865 -0.35843
H 1.93242 -2.37645 -5.20432
H -1.80493 0.69006 -7.51809
C 2.11565 2.04057 1.60127
C 2.94385 -5.19538 8.49691
Ca -0.99937 -0.68020 -0.42986
H -3.82071 1.31979 2.96454
P -0.03950 -1.32918 -6.12302
H -4.62017 -0.32418 -1.86497
H 1.64251 -0.78265 -4.46537
H -2.78117 0.03301 -6.19077
C 1.92160 -1.32388 0.86760
H 2.50323 -1.12575 -7.41762
H 0.13026 1.04933 -5.89681
H 1.69588 1.89322 3.71498
Br -0.75499 1.26217 -2.29948
H 0.96388 4.86011 1.35913
C 4.87230 -4.35860 7.57626
H 4.40754 0.61481 -1.52398
H -0.91499 -0.28029 2.47336
H 2.06050 0.89498 -1.91502
H -1.38087 -3.72985 -6.61708
C 2.54168 -2.00139 1.91775
C 0.07617 -0.72686 2.33478
H -4.95761 1.06128 -2.96263
H 2.49097 -5.79823 9.28650
C 2.66007 -0.72088 -6.41012
C 1.93259 -2.05387 3.19079
N -4.62376 2.31401 1.27957
C -0.90825 -2.43616 -4.94269
C 2.75533 -3.80651 6.50427
H -1.73802 -4.43790 -5.03038
H -3.35656 0.90785 -2.16275
C 2.59333 -2.75105 4.26604
C 1.36319 4.77038 0.34285
C -0.67373 0.32972 -5.68720
H 1.00721 3.69198 -1.48332
H -4.02409 3.09953 3.09469
P 1.13017 1.82310 0.07016
C 2.51485 1.54755 -1.15614
H 2.60204 1.07220 1.76377
H -0.82563 0.35176 -4.59482
H 2.34202 -1.35793 -0.13767
H -0.06052 -4.33160 -5.59150
N 4.27260 -5.10112 8.50211
H 2.45734 4.72575 0.39355
H 3.67594 0.07418 -0.01479
C 2.14645 -4.57340 7.52446
H 2.69400 2.51537 -1.64867
C 1.66609 -1.32986 -5.41893
H -6.75889 2.50348 1.39196
H 0.90876 -3.22037 5.48734
H 0.22570 2.00255 2.75357
S -3.47365 -0.01757 0.62845
H 2.55023 0.36838 -6.45603
C 1.99832 -3.21323 5.40167
C 0.79510 -0.58562 1.16484
C -1.02790 -3.81897 -5.58338
N -4.97831 1.55929 -0.94921
H 5.96557 -4.30768 7.61686
H -0.35303 -2.46666 -3.99562
C -3.73399 2.27504 2.43559
C -1.95181 0.70671 -6.43312
C 4.16759 -3.66985 6.57829
C 3.82392 0.95082 -0.65502
C 0.75134 3.59828 -0.41797
H 3.47646 -2.54773 1.77153
C -6.15167 2.35386 -1.32290
H 2.89441 2.79511 1.42048
H 1.10500 5.70034 -0.18308
C 0.68229 -1.44307 3.38433
H -2.24337 1.72230 -6.14861
H -5.87556 3.98368 0.83603
H -6.90105 1.69144 -1.77933
H -1.89303 -1.99750 -4.73671
C -5.84086 3.09806 1.48072
H 3.65264 -2.94444 4.09157
C -4.45023 1.38401 0.29610
H 4.42579 1.68998 -0.10822
H -5.86211 3.09317 -2.08363
H 0.20236 -1.54983 4.36511
H -2.69522 2.40791 2.11935
H 4.73412 -3.04004 5.89417
C -4.44457 0.74753 -2.04364
H 3.68804 -0.95178 -6.11014
H -6.62259 2.86325 -0.48888
H 1.22521 3.45628 3.01088
C 1.25911 2.37426 2.82608
*
```

---

2.
# C30H52BrN3P2STi

A structure of composition C30H52BrN3P2STi in a non-equilibrium geometry (ωB97M-V/def2-TZVPD, the Open Molecules 2025 dataset).

Values from the calculation:
* E: -5842.395980 hartree
* energy above the lowest of the compared OMol25 structures with the same formula, charge and spin: 0.000 eV
* M: 676.55 Da

Structure (ORCA input):
```
! wB97M-V def2-TZVPD RIJCOSX def2/J DEFGRID3
* xyz 2 3
H -4.98851 3.84446 -2.30680
H -4.07310 -0.99049 -0.81577
H 4.68815 0.94315 -1.01234
H -2.42841 -3.15925 -1.54654
C -6.67504 4.35768 -6.51762
Br 1.90262 -0.27315 1.13777
H -3.87217 -2.46423 0.18099
H -1.81069 -4.86070 -0.34556
H 0.81901 -2.34637 5.82347
C -5.57142 4.28234 -4.36084
H -1.76887 -1.14557 6.97333
H 6.82174 -2.47573 1.78528
H 5.84973 -1.16636 2.50645
C -1.64354 -4.45874 0.66055
H 1.42724 -1.86822 -1.66986
H 7.68231 1.49405 -0.57663
H -2.31844 1.96545 0.65545
H 5.19276 -2.81189 2.40265
C 0.56182 -2.53533 -1.80229
C 5.16695 -1.75953 0.53335
H 6.50697 2.81817 -0.44482
C -0.08709 1.58572 6.09867
H 5.30019 -0.44111 -2.83742
C -0.69507 1.05668 -2.21951
C -1.05370 -1.96576 6.86598
C -3.02949 2.36897 -1.33602
C -6.79843 6.21564 -5.16880
C -0.98938 1.16843 -0.85632
H -7.14625 7.24442 -5.04484
H 6.68339 1.93965 -1.97665
H 0.68569 2.38494 7.90361
H -1.42625 1.49424 -4.21840
H 4.79181 -2.67690 0.05345
C -3.34587 -1.60982 -0.27016
N -0.41882 -1.16234 4.61719
H -0.49027 -3.45243 -3.46641
C -5.87314 3.66860 -5.59870
C 6.00342 -2.51026 -2.88991
H 0.64397 -0.68868 6.35545
H -0.65346 -2.24808 7.84153
H 7.09519 -2.42866 -2.81855
C -6.07411 5.59110 -4.14591
H -5.88224 6.13350 -3.21842
H 0.89511 -3.55113 -1.53800
H -3.95363 2.87748 -1.03511
S -1.52089 0.35731 2.70791
H 5.70033 -3.46434 -2.44155
H 4.28930 -1.58166 -1.90017
C -2.76840 2.25535 -2.71630
H 5.37483 0.97599 0.63487
H 0.47714 1.82277 4.07399
H -0.78755 2.41694 5.94987
C 5.32207 -1.33252 -2.19229
H -3.39107 2.64500 -4.72769
H -2.25222 -1.51455 -2.16600
C 0.05569 -2.52454 -3.24632
C 0.08968 -1.54257 5.96036
C 5.80820 -2.06780 1.88201
H -0.29635 -3.06001 1.69124
H 0.46051 -3.98248 0.39567
H -2.95938 -0.97607 0.55545
H -6.97414 3.88680 -7.45709
H -0.59129 -1.67041 -3.47892
H -1.41666 -5.30648 1.31594
C 6.68633 1.83236 -0.88627
C -2.13423 1.83131 -0.41000
H 4.30937 -1.07891 0.66929
H 1.83123 1.29989 7.09430
H 1.55625 2.96554 6.50147
P -0.61985 -2.06699 -0.48807
H 0.23739 0.58120 -2.52043
Ti -0.44236 -0.03459 0.73249
H -2.58010 -4.01432 1.01067
C -2.27511 -2.11234 -1.24195
C -4.74126 3.62558 -3.35494
C -0.47333 -3.46870 0.68218
C 1.08372 2.07751 6.93207
C 5.61651 0.83830 -0.42992
N 0.25548 1.06848 4.73071
C -0.42671 0.05896 4.11374
H 0.91511 -2.47905 -3.92644
H -0.95958 -1.86050 4.09652
N -7.10344 5.59846 -6.30534
H -1.56945 -2.83902 6.44948
H -5.53368 2.65573 -5.84051
H 5.72933 -2.53048 -3.95061
P 6.26664 -0.88686 -0.65817
H -0.63855 0.79868 6.62853
C -1.59098 1.57862 -3.14158
C -3.66919 2.84049 -3.68520
*
```

---

3.
# C30H52F3N11O4S2Tl

A structure of composition C30H52F3N11O4S2Tl in a non-equilibrium geometry (ωB97M-V/def2-TZVPD, the Open Molecules 2025 dataset).

Values from the calculation:
* E: -3346.139361 hartree
* energy above the lowest of the compared OMol25 structures with the same formula, charge and spin: 0.729 eV
* M: 956.33 Da

Structure (ORCA input):
```
! wB97M-V def2-TZVPD RIJCOSX def2/J DEFGRID3
* xyz -1 1
H 4.15322 -0.50957 -1.26743
O 0.19083 -3.37709 -1.35277
N -0.84099 -0.64229 1.32231
H 5.22726 -2.83176 1.91384
C -0.70220 3.29220 -0.28005
H 0.94950 2.69278 6.62622
H 5.41475 0.57854 3.06031
H 1.02111 4.93015 7.62615
C -3.07441 3.83418 0.21162
C -2.51726 -1.80053 -0.22666
H 5.30527 -1.86772 -1.28895
S 2.62113 6.79357 3.20937
O 3.87003 7.43965 3.53824
H 0.32696 5.59690 -2.15018
H 1.73669 6.89085 6.26853
H 2.15053 3.90773 -1.65676
H -2.86776 -2.82633 -0.38136
H -0.01829 -2.43024 -3.18376
S 2.73255 3.01885 1.73502
H 0.17113 -2.00132 2.53550
N -1.70484 4.23244 0.01600
C -4.60009 -2.46653 -2.21926
C -0.26721 4.68362 -2.26069
N -0.53542 2.14159 0.26149
H 2.41614 -2.24040 -1.27178
H 3.71551 0.94589 2.76837
C 3.38168 -1.21966 1.30843
C 1.41559 3.11407 -1.49742
C 1.28836 3.53134 6.03247
H -3.21203 2.80674 -0.12070
F 0.44017 -6.37292 -0.62973
Tl 0.56005 -0.22908 -0.88945
C 0.03362 -0.91935 2.46256
H -0.25631 1.86855 2.26736
H 1.37749 0.77087 2.20420
N -1.91059 -1.28080 -1.43022
C -1.34939 5.50972 0.58914
H -2.13568 -2.24897 1.81000
C 1.71989 5.89902 5.84483
H -2.79807 0.51416 -3.91497
C -1.75224 0.46052 1.58589
H 1.92340 -0.49212 3.34806
H -3.38372 -1.18378 0.04831
H 4.19008 -0.05295 4.17557
H -0.10314 4.27925 -3.26585
C -0.19081 -1.61296 -3.88236
H -2.51445 -2.82559 -4.79019
C -2.29139 -1.59725 -2.60662
H 2.24572 -3.21885 0.18543
N 0.11770 3.69775 -1.28600
C 2.09442 5.68475 4.54000
C 4.39674 0.17563 3.12235
O -1.70928 -4.45107 -1.89322
C 5.41261 -1.91950 2.47463
H -4.28932 -2.72312 -4.85739
C 4.74913 -1.19020 -0.63817
N -3.42921 -2.22386 -3.02476
N 3.90266 -1.97143 0.24006
H -1.95134 6.30424 0.13416
H -2.25185 0.33337 2.56588
H 0.55727 -0.83211 -3.69669
H -3.39997 3.92296 1.25756
C -1.08770 1.83869 1.55854
C -0.66935 -4.25095 -1.28872
H -0.29548 5.71596 0.42453
H -0.44611 -0.57884 3.39354
H -1.82730 2.57282 1.90370
H 6.36412 -1.48347 2.14788
H -0.77792 -2.59991 0.70662
C 1.68553 3.32307 4.72104
H -1.21322 0.90132 -3.21163
H 1.41733 2.45440 -2.37325
O 1.54028 7.68573 2.85521
C 1.43710 -0.30470 2.38106
C -3.43005 -3.00499 -4.23974
H -1.52570 5.52037 1.67366
H -4.72170 -1.68712 -1.47471
H -3.48946 -4.06730 -3.99020
H 1.70734 2.55809 -0.60898
H 3.52105 -3.59263 -0.99055
C 2.09569 4.41894 3.97603
H 5.50841 -2.15773 3.53807
H -0.04927 -1.97939 -4.90526
C 2.96701 -2.78982 -0.50017
F 0.32901 -4.85919 0.90495
H -2.51255 0.46237 0.80558
N 2.15180 -0.88726 1.28269
C -1.54719 -1.87269 0.95669
C 2.55625 4.44855 2.57015
F -1.43804 -5.96309 0.35656
H -3.72516 4.48255 -0.39197
C 1.31464 4.80027 6.59437
H -1.31996 4.92750 -2.14641
H 5.44953 -0.59501 -0.05510
N 4.30607 -1.01121 2.30498
C -1.73377 0.28082 -3.95777
H -4.58057 -3.44828 -1.73589
H -5.46947 -2.42804 -2.88217
N -1.55472 -1.13645 -3.74066
H 1.68225 2.33661 4.27939
H -1.36106 0.53949 -4.94939
N 2.82364 5.62921 2.08055
C -0.33762 -5.36966 -0.15944
*
```

---

- Which of these has the highest E?
  C30H52F3N11O4S2Tl

---

- Among the records above, which one has the highest energy above the lowest of the compared OMol25 structures with the same formula, charge and spin?
  C30H52BrCaN3P2S